Entry 1:
A 2-piece molecular cluster, C3H11N2O overall, computed with ωB97M-V with the def2-TZVPD basis set.

The value obtained for the LUMO energy is -3.49 eV. As for the orbital gap: 9.2233 eV. The charge is +1. The calculation puts the energy above the lowest of the compared OMol25 structures with the same formula, charge and spin at 72.7 kcal per mole. As for the highest occupied orbital energy: -12.718 eV.

Each atom is followed by the atoms it is bonded to, with distances in Å.
CARTESIAN COORDINATES (ANGSTROEM)
1 H 1.9555 0.3808 2.2386  C9 1.129
2 H -0.3997 -0.2120 -1.4022  N4 1.059
3 C 0.2961 1.6053 0.0982  N11 1.411, C15 1.409, H16 1.087
4 N -0.3479 -0.6943 -0.4613  H2 1.059, H8 1.104, H10 1.034, C15 1.575
5 O -2.0291 -2.0917 -2.2974  H12 0.937, H17 1.026
6 H 1.2879 3.3765 0.3743  N11 0.987
7 H 1.0163 2.2298 1.7704  N11 1.014
8 H -1.4063 -0.6108 -0.1569  N4 1.104
9 C 1.2854 -0.3090 1.6481  H1 1.129, H13 1.076, H14 1.219, C15 1.566
10 H -0.2016 -1.6380 -0.8577  N4 1.034
11 N 0.8269 2.6597 0.8713  C3 1.411, H6 0.987, H7 1.014
12 H -2.8623 -2.3009 -1.9225  O5 0.937
13 H 1.6860 -1.2507 1.3140  C9 1.076
14 H 0.3490 -0.4251 2.4201  C9 1.219
15 C 0.6080 0.2550 0.3543  C3 1.409, N4 1.575, C9 1.566
16 H -0.1479 1.7377 -0.8850  C3 1.087
17 H -1.9163 -2.7121 -3.1064  O5 1.026

Here are the natural (NBO) charges for atoms 1 to 2, given in e: 0.262, 0.447

---

Entry 2:
A 2-piece molecular cluster, C3H11N2O overall, computed with ωB97M-V with the def2-TZVPD basis set.

The value obtained for the LUMO energy is -4.00 eV. As for the orbital gap: 9.1042 eV. The charge is +1. The calculation puts the energy above the lowest of the compared OMol25 structures with the same formula, charge and spin at 40.3 kcal per mole. As for the highest occupied orbital energy: -13.108 eV.

Each atom is followed by the atoms it is bonded to, with distances in Å.
CARTESIAN COORDINATES (ANGSTROEM)
1 H -0.1080 -0.0555 -1.6055  N14 1.005
2 H 0.9875 -0.2953 -2.8974  N14 1.009
3 O 2.9815 -0.3375 -1.4115  C4 1.201
4 C 1.8627 -0.0553 -1.0776  O3 1.201, H10 1.098, N14 1.373
5 N -1.9118 -0.1444 1.6484  H7 1.020, C11 1.494, C13 1.517, H16 1.020
6 H -2.0950 1.8283 0.8621  C11 1.084
7 H -2.3797 -1.0402 1.5101  N5 1.020
8 H -3.4890 0.7577 0.5701  C11 1.089
9 H -2.0574 0.4820 -0.3574  C11 1.087
10 H 1.5848 0.0515 -0.0207  C4 1.098
11 C -2.4031 0.8182 0.6164  N5 1.494, H6 1.084, H8 1.089, H9 1.087
12 H -0.2101 -0.9796 2.5600  C13 1.085
13 C -0.4130 -0.3758 1.6819  N5 1.517, H12 1.085, H15 1.086, H17 1.083
14 N 0.8229 0.0581 -1.9666  H1 1.005, H2 1.009, C4 1.373
15 H 0.0178 0.6188 1.7465  C13 1.086
16 H -2.2120 0.2023 2.5598  N5 1.020
17 H -0.1561 -0.9055 0.7733  C13 1.083

Here are the natural (NBO) charges for atoms 1 to 2, given in e: 0.358, 0.416

---

Entry 3:
A 2-piece molecular cluster, C3H11N2O overall, computed with ωB97M-V with the def2-TZVPD basis set.

The value obtained for the LUMO energy is -3.40 eV. As for the orbital gap: 9.3941 eV. The charge is +1. The calculation puts the energy above the lowest of the compared OMol25 structures with the same formula, charge and spin at 41.0 kcal per mole. As for the highest occupied orbital energy: -12.794 eV.

Each atom is followed by the atoms it is bonded to, with distances in Å.
CARTESIAN COORDINATES (ANGSTROEM)
1 H -1.1290 2.2817 -1.5829  O5 0.971
2 H -0.3354 -1.2032 -1.6086  C12 1.094
3 H -1.9489 0.0724 1.3642  N10 1.029
4 N 1.5706 -1.4483 -0.8953  H11 1.003, C12 1.372, H17 1.005
5 O -0.6134 2.5085 -0.7917  H1 0.971, H7 0.967
6 H 1.4839 0.5779 1.5538  C15 1.108
7 H 0.1217 1.8807 -0.8238  O5 0.967
8 H -1.4670 0.9545 0.0480  N10 1.047
9 H 0.0294 0.3023 2.4457  C15 1.100
10 N -1.4978 -0.0145 0.4440  H3 1.029, H8 1.047, C13 1.439, H14 1.020
11 H 2.3594 -1.0640 -0.4095  N4 1.003
12 C 0.2676 -1.0601 -0.7075  H2 1.094, N4 1.372, C13 1.354
13 C -0.1285 -0.4583 0.4386  N10 1.439, C12 1.354, C15 1.478
14 H -2.1495 -0.5689 -0.1111  N10 1.020
15 C 0.6500 -0.1452 1.6554  H6 1.108, H9 1.100, C13 1.478, H16 1.099
16 H 1.0211 -1.0033 2.2322  C15 1.099
17 H 1.6805 -2.0287 -1.7080  N4 1.005

Here are the natural (NBO) charges for atoms 1 to 2, given in e: 0.479, 0.216

---

Entry 4:
A 2-piece molecular cluster, C3H11N2O overall, computed with ωB97M-V with the def2-TZVPD basis set.

The value obtained for the LUMO energy is -4.27 eV. As for the orbital gap: 9.8955 eV. The charge is +1. The calculation puts the energy above the lowest of the compared OMol25 structures with the same formula, charge and spin at 49.6 kcal per mole. As for the highest occupied orbital energy: -14.166 eV.

Each atom is followed by the atoms it is bonded to, with distances in Å.
CARTESIAN COORDINATES (ANGSTROEM)
1 H 1.9271 2.3032 1.6438  N14 1.005
2 H -0.8508 1.5021 1.4326  N8 1.012
3 C 0.8165 0.9813 0.4085  H6 1.128, N8 1.375, N14 1.323
4 H 1.3864 -1.8046 -4.5262  O9 0.969
5 H -1.4283 -0.2628 2.7043  C15 1.129
6 H 1.1938 0.1148 -0.2071  C3 1.128
7 H -0.4922 -1.7187 2.0725  C15 1.031
8 N -0.4553 0.7525 0.8799  H2 1.012, C3 1.375, C12 1.464
9 O 0.7623 -1.0773 -4.3822  H4 0.969, H10 0.944
10 H 0.8335 -0.7132 -5.2505  O9 0.944
11 H 2.2324 2.2069 -0.0048  N14 0.984
12 C -1.1877 -0.4676 0.5383  N8 1.464, C15 1.524, H16 1.121, H17 1.025
13 H -2.2905 -1.5780 2.0432  C15 1.129
14 N 1.6430 1.9583 0.7431  H1 1.005, C3 1.323, H11 0.984
15 C -1.2858 -1.0748 1.9329  H5 1.129, H7 1.031, C12 1.524, H13 1.129
16 H -2.1370 -0.0690 0.0942  C12 1.121
17 H -0.6676 -1.0529 -0.1224  C12 1.025

Here are the natural (NBO) charges for atoms 1 to 2, given in e: 0.449, 0.430

---

Entry 5:
A 2-piece molecular cluster, C3H11N2O overall, computed with ωB97M-V with the def2-TZVPD basis set.

The value obtained for the LUMO energy (alpha / beta) is -9.44 / -11.91 eV. As for the orbital gap (alpha / beta): 9.9875 / 7.6503 eV. The charge is +2. The calculation puts the energy above the lowest of the compared OMol25 structures with the same formula, charge and spin at 19.2 kcal per mole. As for the spin multiplicity: 2. As for the highest occupied orbital energy (alpha / beta): -19.427 / -19.560 eV. The expectation value of S² is 0.772.

Each atom is followed by the atoms it is bonded to, with distances in Å.
CARTESIAN COORDINATES (ANGSTROEM)
1 H 2.9535 -0.8407 -0.6267  N17 1.019
2 H -1.2790 -1.2397 0.5863  N13 1.011
3 H -1.0133 -0.2845 1.8242  N13 1.033
4 H -3.9743 0.8032 0.0297  O5 0.983
5 O -3.1004 1.2334 -0.1027  H4 0.983, H10 1.006
6 C 1.4550 0.8596 0.9533  H8 1.042, H12 1.099, H14 1.068, C15 1.498
7 C 0.8268 -0.7497 -0.9319  C15 1.395, H16 1.063, N17 1.431
8 H 1.0563 1.7561 1.3038  C6 1.042
9 H 2.3101 -1.7876 -1.9424  N17 1.027
10 H -3.1368 1.6139 -1.0327  O5 1.006
11 H -1.6058 0.3151 0.4293  N13 1.007
12 H 2.3589 1.2318 0.4515  C6 1.099
13 N -0.9160 -0.3203 0.7966  H2 1.011, H3 1.033, H11 1.007, C15 1.557
14 H 1.7052 0.3716 1.8696  C6 1.068
15 C 0.5016 -0.0346 0.2206  C6 1.498, C7 1.395, N13 1.557
16 H 0.1099 -1.0100 -1.6727  C7 1.063
17 N 2.1470 -1.2865 -1.0610  H1 1.019, C7 1.431, H9 1.027

Here are the natural (NBO) charges for atoms 1 to 2, given in e: 0.452, 0.459

---

Entry 6:
A 2-piece molecular cluster, C3H11N2O2 overall, computed with ωB97M-V with the def2-TZVPD basis set.

The value obtained for the LUMO energy is 4.16 eV. As for the orbital gap: 7.7950 eV. The charge is -1. The calculation puts the energy above the lowest of the compared OMol25 structures with the same formula, charge and spin at 12.8 kcal per mole. As for the highest occupied orbital energy: -3.635 eV.

Each atom is followed by the atoms it is bonded to, with distances in Å.
CARTESIAN COORDINATES (ANGSTROEM)
1 O -1.9836 -0.4136 0.4683  C14 1.412
2 C 0.7659 -0.3958 -0.5636  H6 1.086, O7 1.439, H8 1.152, C11 1.525
3 N 2.6667 0.3327 -2.0931  H4 1.035, C11 1.465, H15 1.008
4 H 3.0237 0.9199 -1.3193  N3 1.035
5 H -0.7985 1.1356 1.3324  C14 1.182
6 H 1.0835 0.2763 0.2279  C2 1.086
7 O 0.1280 -1.5758 -0.0432  C2 1.439, H13 1.127
8 H -0.0008 0.2127 -1.1704  C2 1.152
9 H 2.6059 -1.4240 -0.8926  C11 1.099
10 H 1.5720 -1.3928 -2.3095  C11 1.107
11 C 1.9350 -0.7715 -1.4683  C2 1.525, N3 1.465, H9 1.099, H10 1.107
12 H -3.2653 0.7080 2.8346  N17 0.991
13 H -0.8347 -1.1248 0.3310  O7 1.127
14 C -1.6492 0.3601 1.6015  O1 1.412, H5 1.182, H16 1.077, N17 1.438
15 H 2.1356 0.8944 -2.7405  N3 1.008
16 H -1.3414 -0.3386 2.3611  C14 1.077
17 N -2.7336 1.1474 2.1236  H12 0.991, C14 1.438, H18 1.034
18 H -3.3093 1.4499 1.3200  N17 1.034

Here are the natural (NBO) charges for atoms 1 to 2, given in e: -0.916, -0.077

---

Entry 7:
A 2-piece molecular cluster, C3H11N2O2 overall, computed with ωB97M-V with the def2-TZVPD basis set.

The value obtained for the LUMO energy (alpha / beta) is -3.55 / -3.64 eV. As for the orbital gap (alpha / beta): 8.7029 / 8.1659 eV. The charge is +1. The calculation puts the energy above the lowest of the compared OMol25 structures with the same formula, charge and spin at 141.2 kcal per mole. As for the highest occupied orbital energy (alpha / beta): -12.253 / -11.802 eV.

Each atom is followed by the atoms it is bonded to, with distances in Å.
CARTESIAN COORDINATES (ANGSTROEM)
1 H -1.4939 0.7898 -1.5434  N6 1.032
2 H -0.8562 -0.2670 -0.5160  N6 1.066
3 H -0.2730 3.1634 1.0331  N5 0.967
4 H -1.3590 -2.2588 0.2512  O7 0.997
5 N -0.6141 2.3678 0.6018  H3 0.967, C12 1.379, H14 1.036
6 N -0.5858 0.5843 -1.0973  H1 1.032, H2 1.066, H11 1.053, C12 1.437
7 O -0.9214 -1.4873 0.7060  H4 0.997, C17 1.415
8 H 1.0364 -0.1797 1.9951  C10 1.046
9 H 2.2041 -0.3077 0.6821  C10 1.011
10 C 1.2530 -0.4275 1.0026  H8 1.046, H9 1.011, C17 1.531
11 H -0.1656 0.3173 -2.0257  N6 1.053
12 C 0.0790 1.5462 -0.2625  N5 1.379, N6 1.437, H15 1.032
13 H 0.9962 -2.4571 0.9027  C17 1.076
14 H -1.4013 1.8480 1.0309  N5 1.036
15 H 0.8573 1.8930 -0.8440  C12 1.032
16 H 0.0431 -1.9838 -1.4241  O18 0.956
17 C 0.4664 -1.6274 0.4690  O7 1.415, C10 1.531, H13 1.076, O18 1.460
18 O 0.7347 -1.5134 -0.9614  H16 0.956, C17 1.460

Here are the natural (NBO) charges for atoms 1 to 2, given in e: 0.414, 0.472

---

Entry 8:
One molecule with the formula C3H11N2O2P, computed with ωB97M-V with the def2-TZVPD basis set.

The value obtained for the LUMO energy is 0.84 eV. As for the orbital gap: 9.5073 eV. The SMILES is CCCNNP(O)O. The calculation puts the energy above the lowest of the compared OMol25 structures with the same formula, charge and spin at 60.5 kcal per mole. As for the highest occupied orbital energy: -8.664 eV.

Each atom is followed by the atoms it is bonded to, with distances in Å.
CARTESIAN COORDINATES (ANGSTROEM)
1 H -0.5107 1.1026 -1.0218  C5 1.125
2 O 4.3867 -0.2491 -0.3783  H4 0.982, P15 1.678
3 N 1.9301 -0.9779 -0.2945  H7 1.047, P15 1.717, N16 1.565
4 H 4.1259 -0.0212 -1.2972  O2 0.982
5 C -1.1371 0.5322 -0.2817  H1 1.125, H10 1.101, C18 1.564, C19 1.612
6 H 2.9081 2.0623 0.4878  O9 0.964
7 H 2.4549 -1.8620 -0.4944  N3 1.047
8 H -1.3419 -1.4005 0.5720  C19 1.062
9 O 2.4229 1.3446 0.0659  H6 0.964, P15 1.610
10 H -0.8883 0.9721 0.6964  C5 1.101
11 H -3.1388 0.2654 0.5332  C18 1.115
12 H -3.1796 0.2860 -1.2566  C18 1.073
13 H -0.6940 -1.4851 -1.1642  C19 1.097
14 H -3.0888 1.6500 -0.3837  C18 1.039
15 P 3.0464 -0.0369 0.6095  O2 1.678, N3 1.717, O9 1.610
16 N 0.6325 -1.2717 0.5302  N3 1.565, H17 1.059, C19 1.523
17 H 0.6943 -0.5227 1.2765  N16 1.059
18 C -2.6886 0.6917 -0.3934  C5 1.564, H11 1.115, H12 1.073, H14 1.039
19 C -0.6927 -1.0140 -0.1738  C5 1.612, H8 1.062, H13 1.097, N16 1.523

Here are the natural (NBO) charges for atoms 1 to 2, given in e: 0.217, -0.993

---

no.,maximum force (eV/Å)
1,4.57
2,1.15
3,2.32
4,6.48
5,5.16
6,2.51
7,5.06
8,3.09